2 unconnected molecules or ions with the total composition C4HIN2O. Source: the Open Molecules 2025 dataset; level of theory: ωB97M-V/def2-TZVPD.

```
9
Properties=species:S:1:pos:R:3:lowdin_charge:R:1
C -0.98421 0.95666 0.31418 -0.267
C -0.17503 -1.08689 -0.54738 -0.289
C 2.57641 -1.46525 0.43984 -0.030
C -0.90307 -0.34996 0.39460 -0.098
N -0.88291 2.15271 0.34390 -0.420
N 0.40755 -1.69149 -1.33000 0.154
O 3.34615 -1.24062 -0.35254 0.027
I -2.01149 3.61822 -0.46154 0.808
H -1.37339 -0.89338 1.19894 0.115
```

## Properties
* LUMO energy: -1.365 eV
* energy relative to the best compared isomer or geometry (same formula, charge and spin): 120.7 kJ/mol
* HOMO energy: -9.442 eV



A molecular structure, C34H28CsF6N9O7S5. Source: the Open Molecules 2025 dataset; level of theory: ωB97M-V/def2-TZVPD.

```
90
Properties=species:S:1:pos:R:3:lowdin_charge:R:1
Cs 0.75288 -0.32278 -0.79860 1.003
O -2.00979 -2.50120 -4.58461 0.057
C -2.04495 -1.78924 -3.58953 -0.456
N -1.93979 -2.20366 -2.30959 0.135
C -2.00874 -3.59083 -1.96775 -0.166
C -3.04787 -4.35146 -2.49368 -0.043
C -3.17705 -5.69254 -2.18481 -0.127
C -2.24739 -6.27033 -1.32736 -0.119
C -1.21513 -5.51986 -0.80226 -0.034
C -1.05155 -4.14923 -1.10167 -0.217
N -0.07316 -3.37321 -0.46856 0.053
C 1.11689 -3.97358 -0.34651 -0.543
O 1.59492 -4.92067 -0.99583 -0.020
C 1.96654 -3.51538 0.83184 -0.212
C 2.56563 -4.51568 1.59883 -0.010
C 3.28151 -4.16097 2.72809 -0.074
C 3.40866 -2.81630 3.04822 -0.070
C 2.81411 -1.89405 2.20876 -0.161
N 2.10427 -2.22715 1.12964 0.005
C -2.27577 -0.30953 -3.77733 -0.220
C -3.57685 0.11278 -4.02898 -0.024
C -3.80864 1.45542 -4.25877 -0.084
C -2.72695 2.32430 -4.25969 -0.077
C -1.47096 1.80598 -4.00495 -0.149
N -1.23588 0.51662 -3.75337 0.136
H -3.74586 -3.87447 -3.17050 0.107
H -3.98589 -6.27714 -2.60662 0.081
H -2.32912 -7.32085 -1.06803 0.086
H -0.49219 -5.98386 -0.14459 0.106
H 2.45122 -5.54303 1.28444 0.109
H 3.73209 -4.92246 3.35436 0.095
H 3.94738 -2.48605 3.92680 0.096
H 2.89102 -0.83256 2.40937 0.083
H -4.38541 -0.60711 -4.01664 0.117
H -4.81389 1.82341 -4.42253 0.099
H -2.85764 3.38566 -4.42315 0.100
H -0.60588 2.45553 -3.95766 0.092
N 2.47335 3.82245 -2.48674 0.092
C 1.30195 4.07508 -1.81060 -0.712
N 0.30909 3.24979 -1.73951 0.108
C -0.77080 3.82030 -1.09431 -0.337
C -0.57471 5.08447 -0.64057 -0.372
S 1.01084 5.62679 -1.07066 1.001
C -2.02111 3.06342 -0.95231 -0.426
C -3.25198 3.63378 -0.92543 -0.433
S -4.46275 2.40268 -0.72410 0.890
C -3.14302 1.12089 -0.72703 -0.760
N -1.95309 1.70611 -0.85747 0.025
N -3.33491 -0.15897 -0.53456 0.011
H 2.53260 2.84648 -2.75169 0.070
H 3.30773 4.09711 -1.98704 0.071
H -1.24247 5.69617 -0.05750 0.063
H -3.49817 4.67264 -1.07599 0.051
H -4.32444 -0.36940 -0.46703 0.025
H -2.18843 -1.51591 -1.57934 0.084
F 5.04403 2.78108 2.70775 0.133
C 3.81787 2.26373 2.79438 -0.674
F 3.05950 3.09372 3.51329 0.129
F 3.89472 1.09805 3.43337 0.133
S 3.06188 2.09836 1.11635 0.558
O 1.81137 1.43154 1.32195 -0.387
O 3.05456 3.44670 0.62064 -0.282
N 4.14666 1.17116 0.45055 -0.285
S 4.35149 1.09682 -1.10208 0.566
O 3.16776 0.76911 -1.86456 -0.464
O 5.17869 2.13743 -1.64867 -0.284
C 5.39380 -0.42319 -1.12803 -0.687
F 4.73056 -1.46582 -0.65266 0.151
F 5.74253 -0.66772 -2.39316 0.134
F 6.50448 -0.24733 -0.41136 0.134
C -0.43505 4.30927 3.72809 -0.050
C -0.56967 2.82445 3.50818 -0.273
C -1.31548 2.33266 2.44056 -0.017
C -1.36497 0.97157 2.17968 -0.082
C -0.67542 0.09385 3.00484 -0.388
C 0.05577 0.55504 4.08636 -0.073
C 0.09862 1.91996 4.33232 -0.058
S -0.54055 -1.61166 2.50150 0.866
C -2.30041 -1.98983 2.34510 -0.217
O -0.06543 -2.38859 3.68570 -0.520
H -1.20770 4.85574 3.18625 0.070
H 0.53378 4.66140 3.36330 0.078
H -0.50700 4.56859 4.78673 0.070
H -1.83814 3.01736 1.78028 0.108
H -1.91676 0.59635 1.32358 0.063
H 0.59104 -0.15699 4.70294 0.106
H 0.68403 2.29503 5.16614 0.108
H -2.76355 -1.81744 3.31619 0.057
H -2.34261 -3.04415 2.07349 0.051
H -2.75088 -1.38470 1.55610 0.020
```

## Properties
* charge: -2
* LUMO energy: 3.646 eV
* energy relative to the best compared isomer or geometry (same formula, charge and spin): 12.9 kJ/mol
* HOMO energy: -2.322 eV